[1]
The following is a quantum chemistry calculation of C12H12N2PtS2Se2 as an isolated structure, from the OMol25 dataset.

ORCA input file:
```
! RIJCOSX wB97M-V def2-TZVPD def2/J DEFGRID3
* xyz 2 5
Pt -0.27357 -0.29029 0.24250
S -0.58733 1.88138 -0.60299
C 0.62117 2.78557 0.21474
C 0.53054 4.16761 0.27418
C 1.53322 4.91057 0.92648
C 1.40212 6.33206 1.01315
N 1.28491 7.47242 1.08677
C 2.64878 4.26287 1.45918
C 2.77240 2.86518 1.35114
C 1.75742 2.12241 0.76582
S 1.91585 0.41392 0.64169
C 3.69249 5.00090 2.10237
N 4.53483 5.59272 2.61186
H -0.30451 4.68955 -0.17636
H 3.66485 2.38536 1.73326
C -0.27293 -1.20634 3.65277
Se -1.50868 -0.29853 2.46087
C -2.79238 -1.73724 2.15361
C -2.19114 -2.95593 1.49630
Se -1.40724 -2.46399 -0.22598
C 0.05791 -3.75354 -0.29430
H -0.79824 -1.37821 4.58961
H 0.55880 -0.52516 3.81327
H 0.07988 -2.13701 3.21924
H -3.56578 -1.27744 1.53695
H -3.23774 -1.97799 3.11928
H -2.95899 -3.70206 1.29352
H -1.40596 -3.42374 2.08690
H -0.40523 -4.73758 -0.31410
H 0.70676 -3.63557 0.56737
H 0.58969 -3.57488 -1.22464
*
```

Computed properties:
- HOMO level (spin up / spin down): -15.25 / -16.53 eV
- Frontier orbital gap (spin up / spin down): 8.128 / 5.772 eV
- Energy: -171209.1842 eV
- LUMO energy (spin up / spin down): -7.12 / -10.76 eV

[2]
The following is a quantum chemistry calculation of a 2-piece molecular cluster, C12H12S overall at a distorted geometry, from the OMol25 dataset.

ORCA input file:
```
! RIJCOSX wB97M-V def2-TZVPD def2/J DEFGRID3
* xyz 0 1
C 1.98505 2.01520 -0.60282
C 1.05237 1.72137 -1.65787
C 1.56678 1.60492 0.64351
C -0.10374 1.08435 -1.48493
C 0.33175 0.94018 0.89822
C -0.53398 0.68632 -0.19634
C -0.02073 0.41652 2.14373
C -1.25392 -0.09992 2.36465
C -2.08015 -0.44843 1.28818
C -1.72255 -0.03332 0.00941
C 0.54488 -2.10418 -1.36648
C 1.26912 -1.98636 -0.27438
S -2.84791 -0.26675 -1.36340
H 2.94240 2.58106 -0.72152
H 1.46058 1.89952 -2.71884
H 2.26275 1.73335 1.48627
H -0.70225 0.77416 -2.35640
H 0.60809 0.61014 3.08513
H -1.28555 -0.56062 3.37353
H -3.07549 -1.00631 1.44879
H 0.41900 -1.27946 -2.02717
H -0.00386 -3.09356 -1.67232
H -3.61144 -1.27890 -0.82300
H 1.06257 -2.74819 0.40863
H 1.73623 -1.16108 0.11541
*
```

Computed properties:
- HOMO level: -8.09 eV
- Frontier orbital gap: 8.464 eV
- Energy: -23471.9937 eV
- Structure (SMILES): Sc1cccc2ccccc12.C=C
- LUMO energy: 0.37 eV
- Relative energy (zero: lowest compared OMol25 entry of this formula, charge and spin): 0.0000 eV

[3]
The following is a quantum chemistry calculation of C12H13AsN2O5S6Ti as an isolated structure, from the OMol25 dataset.

ORCA input file:
```
! RIJCOSX wB97M-V def2-TZVPD def2/J DEFGRID3
* xyz -1 2
Ti -0.65879 -0.58326 0.34058
O -3.89390 0.44733 -1.69086
C -2.73556 0.66570 -1.40818
O -1.86596 -0.26089 -1.10915
C -2.21785 2.10249 -1.37147
O -0.86310 2.18646 -1.76711
C -0.03657 2.98333 -0.95075
C 0.34391 2.36993 0.40503
O 1.26438 2.88876 1.02049
O -0.36392 1.37061 0.79216
H -3.91400 -1.98856 -0.41520
H -2.84341 2.70033 -2.03860
H -2.35665 2.45466 -0.34518
H 0.88683 3.15294 -1.50516
H -0.48748 3.96473 -0.75705
C 0.64880 -1.74235 3.70880
C 1.57891 -1.07831 2.75795
N 1.32072 -0.76127 1.52002
C 2.41459 -0.20957 0.88734
C 3.51813 -0.07901 1.66033
S 3.18463 -0.67628 3.22483
C 2.27840 0.06793 -0.54053
C 3.19007 0.59999 -1.38913
S 2.57171 0.56515 -2.98390
C 1.11144 -0.15060 -2.42487
N 1.09828 -0.33220 -1.13533
C 0.01351 -0.50330 -3.36578
H -0.19187 -1.08866 3.93728
H 1.16890 -2.01124 4.62726
H 0.23210 -2.64237 3.25201
H 4.48048 0.31706 1.38644
H 4.16680 0.98877 -1.15855
H 0.41827 -0.75349 -4.34607
H -0.66447 0.34405 -3.46189
H -0.55211 -1.34315 -2.96865
S -2.57731 -4.24392 3.18178
As -2.42716 -2.87273 1.62629
S -2.28020 -0.75715 2.14169
S -0.70157 -3.05461 0.30864
S -4.25899 -3.03733 0.35453
*
```

Computed properties:
- HOMO level (spin up / spin down): -4.92 / -5.08 eV
- Frontier orbital gap (spin up / spin down): 6.909 / 7.066 eV
- Energy: -174847.4944 eV
- LUMO energy (spin up / spin down): 1.99 / 1.99 eV
- Relative energy (zero: lowest compared OMol25 entry of this formula, charge and spin): 0.0000 eV

[4]
The following is a quantum chemistry calculation of C12H13BCl4NOS2 as an isolated structure at a distorted geometry, from the OMol25 dataset.

ORCA input file:
```
! RIJCOSX wB97M-V def2-TZVPD def2/J DEFGRID3
* xyz -1 1
Cl 4.82653 2.18284 2.66013
B 4.07034 0.48134 2.51214
Cl 4.88212 -0.49052 1.09080
Cl 4.33346 -0.54315 4.08138
O 2.65547 0.65693 2.13583
C 1.80342 -0.33117 1.93515
C 0.39133 -0.05994 2.27508
C -0.49906 -1.13637 2.41774
C -1.86307 -0.91205 2.58518
C -2.32828 0.41529 2.62422
Cl -4.02135 0.69537 2.71777
C -1.42534 1.49789 2.61592
C -0.06387 1.25054 2.45934
H 2.23754 -1.33599 2.02761
H -0.09065 -2.13816 2.33338
H -2.55456 -1.73982 2.62700
H -1.78898 2.51233 2.68247
H 0.65477 2.07553 2.42189
C -1.89631 0.45764 -3.56264
C -1.87509 -1.06682 -3.39905
C -0.68750 -1.39986 -2.47045
N 0.03862 -0.13416 -2.34452
C 1.07959 0.07061 -1.48848
S 1.29844 -1.08797 -0.25139
S 2.06737 1.40500 -1.70063
C -0.49805 0.95614 -3.15077
H -2.14713 0.79367 -4.57007
H -2.62461 0.88096 -2.86677
H -2.80881 -1.47467 -2.99705
H -1.70361 -1.53839 -4.36966
H -1.00363 -1.80697 -1.49271
H -0.06117 -2.18089 -2.93671
H 0.14532 1.14823 -4.02941
H -0.54326 1.89659 -2.57274
*
```

Computed properties:
- HOMO level: -4.75 eV
- Frontier orbital gap: 6.942 eV
- Energy: -88635.4121 eV
- LUMO energy: 2.19 eV

[5]
The following is a quantum chemistry calculation of C12H13BiF6NO as an isolated structure at a distorted geometry, from the OMol25 dataset.

ORCA input file:
```
! RIJCOSX wB97M-V def2-TZVPD def2/J DEFGRID3
* xyz -1 1
C 0.15036 -2.27078 -2.94622
C -1.06447 -2.06908 -2.24305
C -0.97447 -2.74623 -1.00315
C 0.29582 -3.36621 -0.93513
C 0.99397 -3.07298 -2.13622
Bi 1.04236 0.09224 -0.57475
C -0.82081 1.38137 -1.99437
C 0.10223 2.17079 -2.43701
C 0.70014 2.78097 -3.43581
N 2.26956 1.82476 -0.54643
H -1.77109 -2.81947 -0.24273
H -1.94393 -1.52033 -2.61479
H 0.64586 -4.02285 -0.12235
H 1.98339 -3.46447 -2.42407
H 0.37288 -1.91632 -3.96549
H -1.37874 0.60126 -2.60739
H 2.48649 0.82971 -1.60094
H -1.55321 1.55133 -1.12377
H 0.16188 3.11652 -4.42847
H 1.75173 3.16621 -3.35170
C 0.84914 1.65188 3.01085
C -0.21487 0.72564 2.46837
O -0.29802 0.73085 1.08204
C 0.06450 -0.75125 2.94881
F 0.19721 -0.87013 4.30010
F -0.86805 -1.64641 2.53913
F 1.26681 -1.15726 2.39380
C -1.61875 1.21849 3.02882
F -1.66467 1.26564 4.40175
F -1.84331 2.48767 2.57951
F -2.64708 0.44537 2.60810
H 1.83019 1.32880 2.64012
H 0.84605 1.66469 4.10961
H 0.65088 2.65955 2.62285
*
```

Computed properties:
- HOMO level (spin up / spin down): -3.84 / -3.84 eV
- Frontier orbital gap (spin up / spin down): 5.821 / 5.822 eV
- Energy: -38331.2150 eV
- LUMO energy (spin up / spin down): 1.98 / 1.98 eV

[6]
The following is a quantum chemistry calculation of a 2-piece molecular cluster, C12H13Br2FIN2O6S2 overall at a distorted geometry, from the OMol25 dataset.

ORCA input file:
```
! RIJCOSX wB97M-V def2-TZVPD def2/J DEFGRID3
* xyz 1 1
O -4.05750 4.35989 1.75900
C -4.33608 3.60748 2.56714
N -4.69798 2.88276 3.50845
O -3.56008 2.18338 4.08530
C -3.50832 0.96058 3.44694
O -4.17039 0.03032 3.74874
C -2.52429 0.81902 2.32340
C -2.90666 0.89917 0.99917
C -1.97106 0.78701 0.00945
I -2.66680 1.00708 -1.94534
N -0.65434 0.58229 0.29232
C 0.37536 0.49582 -0.77121
C 0.27792 -0.75011 -1.67238
C 1.06689 -0.51081 -2.96542
S 0.09202 0.07045 -4.34761
O -1.22242 -0.47946 -4.31414
O 0.83142 -0.22724 -5.53108
O 0.01728 1.66104 -4.22041
C -0.29288 0.50571 1.59304
F 0.97026 0.32365 1.92416
C -1.19590 0.62285 2.63331
S -0.68502 0.54046 4.32860
H -3.93528 1.07548 0.74254
H 1.37617 0.53437 -0.36335
H 0.27642 1.38127 -1.39558
H 0.79556 -1.54936 -1.14836
H -0.73469 -1.08851 -1.85131
H 1.57671 -1.39720 -3.30802
H 1.80475 0.26344 -2.76910
H 0.93042 1.97888 -4.29724
H -0.52688 1.84463 4.62044
Br 4.71929 -1.61545 -1.44257
C 4.88622 -2.77850 0.10455
C 3.56263 -3.35158 0.53574
Br 2.48470 -2.03164 1.48632
H 5.36068 -2.18974 0.88224
H 5.55867 -3.57336 -0.20854
H 3.72456 -4.15640 1.24870
H 2.95862 -3.71766 -0.28790
*
```

Computed properties:
- HOMO level: -12.93 eV
- Frontier orbital gap: 8.135 eV
- Energy: -200483.1286 eV
- LUMO energy: -4.79 eV

[7]
The following is a quantum chemistry calculation of an isolated molecule of C12H13BrO3, from the OMol25 dataset.

ORCA input file:
```
! RIJCOSX wB97M-V def2-TZVPD def2/J DEFGRID3
* xyz 0 1
C 2.37785 -0.53887 2.44175
C 2.51078 -0.44245 1.25511
C 2.67941 -0.33932 -0.19471
C 1.82054 -1.36378 -0.96903
C 0.47913 -0.77198 -1.46742
C -0.63013 -1.07086 -0.52328
C -1.15157 -0.38037 0.49198
C -0.89076 0.98598 1.02586
C -1.68432 2.05022 0.25331
C -1.01940 2.50358 -1.03953
Br -1.94467 3.59311 1.42217
C -2.16984 -1.26192 1.14490
O -2.70592 -1.11710 2.19557
O -2.36737 -2.36369 0.34501
C -1.31610 -2.39045 -0.56431
O -1.06181 -3.35547 -1.20675
H 2.23150 -0.60571 3.49155
H 3.73420 -0.49256 -0.42761
H 2.42395 0.68087 -0.49000
H 1.59889 -2.18651 -0.28986
H 2.38100 -1.77602 -1.80438
H 0.24841 -1.19622 -2.44413
H 0.58071 0.30546 -1.58691
H -1.23050 0.99899 2.06108
H 0.17412 1.22125 1.02996
H -2.67438 1.65294 0.03880
H 0.06639 2.49007 -0.93592
H -1.28285 1.82387 -1.85307
H -1.32756 3.50578 -1.32154
*
```

Computed properties:
- HOMO level: -10.32 eV
- Frontier orbital gap: 9.587 eV
- Energy: -88838.4746 eV
- Structure (SMILES): C#CCCCC1=C(C[C@H](C)Br)C(=O)OC1=O
- LUMO energy: -0.73 eV

[8]
The following is a quantum chemistry calculation of C12H13Cl2N6SV as an isolated structure at a distorted geometry, from the OMol25 dataset.

ORCA input file:
```
! RIJCOSX wB97M-V def2-TZVPD def2/J DEFGRID3
* xyz 1 2
V 1.23732 0.17360 -0.11156
N -3.35959 -2.13828 -2.46181
C -4.05704 -1.70682 -1.39390
C -3.59909 -0.77052 -0.48303
N -0.07852 -0.83806 0.42358
C -2.41622 -0.06191 -0.46432
C -2.03881 -1.82305 -2.59277
N 0.11774 -0.33883 -1.86650
C 0.53548 -0.85037 -3.03328
C -0.07189 -1.72758 -3.87373
N -1.37708 -2.15518 -3.66791
H -3.86526 -2.61724 -3.20248
H -5.08708 -2.03502 -1.36535
H -4.36235 -0.33556 0.15949
H 1.50728 -0.47428 -3.33953
H 0.40698 -2.07203 -4.77376
H -1.80482 -2.70076 -4.41465
Cl 3.24285 -0.45844 -0.82778
C -0.89520 -2.93826 -0.58443
Cl -0.95885 -1.35749 -0.87703
H -0.24025 -3.19444 0.22969
H -1.21544 -3.61243 -1.35757
C 2.40097 4.24924 4.24142
C 2.20070 3.08373 3.33255
C 2.57243 1.78457 3.70649
C 2.36669 0.77543 2.80022
N 1.83379 1.04480 1.60563
C 1.50720 2.32846 1.31362
S 0.80507 2.43472 -0.29728
N 1.66423 3.34409 2.13581
H 3.33000 4.75411 3.96667
H 2.47383 3.94215 5.28254
H 1.59111 4.96348 4.11256
H 3.00710 1.58325 4.67377
H 2.62674 -0.25507 3.00463
*
```

Computed properties:
- HOMO level (spin up / spin down): -11.27 / -11.46 eV
- Frontier orbital gap (spin up / spin down): 6.000 / 6.194 eV
- Energy: -83144.1031 eV
- LUMO energy (spin up / spin down): -5.27 / -5.26 eV
- Relative energy (zero: lowest compared OMol25 entry of this formula, charge and spin): 14.8304 eV